{
  "formula": "C38H60O7S5",
  "method": "ωB97M-V/def2-TZVPD",
  "elements": ["C", "S", "O", "C", "H", "H", "H", "H", "H", "H", "C", "S", "O", "C", "H", "H", "H", "H", "H", "H", "C", "S", "O", "C", "H", "H", "H", "H", "H", "H", "C", "S", "O", "C", "H", "H", "H", "H", "H", "H", "C", "S", "O", "C", "H", "H", "H", "H", "H", "H", "C", "C", "C", "C", "C", "C", "H", "H", "H", "H", "H", "H", "C", "C", "C", "C", "C", "C", "H", "H", "H", "H", "H", "H", "C", "C", "C", "C", "C", "C", "H", "H", "H", "H", "H", "H", "C", "C", "C", "C", "C", "C", "H", "H", "H", "H", "H", "H", "O", "C", "O", "C", "C", "C", "H", "H", "H", "H", "H", "H"],
  "positions_angstrom": [[-16.61503, 13.35474, -13.45698], [-14.87978, 13.05113, -13.11651], [-14.41455, 12.18268, -14.23640], [-15.16299, 11.94593, -11.70731], [-16.63903, 13.88606, -14.40818], [-17.05767, 13.99244, -12.69535], [-17.08625, 12.38061, -13.58769], [-14.22552, 11.84666, -11.17062], [-15.65287, 11.07975, -12.13761], [-15.84024, 12.47942, -11.03575], [-13.91948, 10.66866, -17.73836], [-12.23436, 10.84561, -18.32917], [-12.39206, 11.02630, -19.80007], [-11.92987, 12.49031, -17.64565], [-14.48535, 11.48463, -18.18349], [-13.94957, 10.67893, -16.64882], [-14.28281, 9.71754, -18.12599], [-12.82121, 13.11068, -17.69420], [-11.16790, 12.89345, -18.31395], [-11.51914, 12.41833, -16.64063], [-11.67178, 4.51000, -16.09935], [-11.26335, 2.84937, -16.67616], [-10.73978, 2.09861, -15.51217], [-12.98525, 2.35600, -16.93149], [-11.80364, 5.20916, -16.92705], [-10.92409, 4.89379, -15.41567], [-12.64829, 4.47557, -15.61111], [-13.35893, 1.79130, -16.07943], [-13.05153, 1.71734, -17.81202], [-13.57441, 3.25549, -17.09716], [-17.17091, 8.77687, -11.18081], [-17.65251, 7.06057, -11.01431], [-18.56704, 7.00145, -9.85186], [-18.71774, 6.94620, -12.44522], [-16.40065, 8.97026, -10.43429], [-18.00063, 9.45176, -10.97023], [-16.77039, 8.91766, -12.18672], [-19.24561, 6.00181, -12.30234], [-18.17834, 6.96161, -13.39135], [-19.49102, 7.71538, -12.39711], [-10.02061, 8.03103, -20.41150], [-10.46647, 6.47829, -19.60838], [-9.79648, 6.42237, -18.29241], [-12.19261, 6.83377, -19.32399], [-10.25547, 7.87415, -21.46435], [-8.93610, 8.05279, -20.30107], [-10.46753, 8.92638, -19.99016], [-12.73788, 5.89341, -19.18625], [-12.61764, 7.23356, -20.24689], [-12.39730, 7.43301, -18.43722], [-14.21115, 7.74309, -15.44717], [-14.51179, 8.86820, -14.70785], [-15.78952, 9.40751, -14.74130], [-16.75773, 8.86904, -15.55924], [-16.45914, 7.72838, -16.29903], [-15.18333, 7.19100, -16.29313], [-13.23874, 7.26624, -15.48427], [-13.71674, 9.33576, -14.13758], [-15.92570, 10.26564, -14.09975], [-17.73637, 9.32130, -15.63341], [-17.24273, 7.27355, -16.89705], [-14.86834, 6.32395, -16.86166], [-17.62084, 8.90947, -19.61583], [-17.87976, 10.19636, -19.15267], [-18.93283, 10.93325, -19.69424], [-19.82581, 10.30868, -20.55156], [-19.60731, 9.00467, -20.97666], [-18.48519, 8.32028, -20.52398], [-16.78948, 8.32782, -19.23822], [-17.23438, 10.61910, -18.39365], [-19.05348, 11.96717, -19.40248], [-20.72777, 10.83262, -20.84636], [-20.31395, 8.51429, -21.63309], [-18.25131, 7.32175, -20.87517], [-12.55980, 3.43176, -12.96199], [-13.69584, 4.22227, -12.87464], [-13.58338, 5.60182, -12.68719], [-12.32688, 6.19682, -12.71011], [-11.19401, 5.39134, -12.72383], [-11.31151, 4.01871, -12.77449], [-12.55497, 2.34958, -12.99469], [-14.69035, 3.79817, -12.95139], [-14.53659, 6.10822, -12.79458], [-12.26242, 7.27837, -12.69553], [-10.20658, 5.83792, -12.70392], [-10.44206, 3.37543, -12.79299], [-18.54454, 13.03874, -16.81390], [-19.09719, 14.01276, -17.63751], [-18.29843, 14.78467, -18.46986], [-16.93382, 14.55416, -18.49273], [-16.37259, 13.61421, -17.64188], [-17.17914, 12.78032, -16.89138], [-19.18258, 12.51195, -16.11478], [-20.16037, 14.22325, -17.59693], [-18.75171, 15.60059, -19.01687], [-16.27669, 15.15043, -19.11442], [-15.30059, 13.46996, -17.68528], [-16.72447, 12.01963, -16.26411], [-19.56163, 11.28103, -13.24346], [-20.28833, 10.45094, -13.71668], [-19.85937, 9.57174, -14.64883], [-20.90669, 8.63409, -14.96439], [-22.19873, 9.35961, -14.62031], [-21.76494, 10.18792, -13.42809], [-20.72305, 7.77355, -14.31629], [-20.84455, 8.29421, -15.99457], [-22.96913, 8.63621, -14.35149], [-22.55544, 9.95816, -15.45539], [-21.75861, 9.62899, -12.48821], [-22.26580, 11.14072, -13.28648]],
  "atomic_forces_ev_per_a": [[0.302, 0.099, -0.396], [-0.035, 0.116, 0.198], [0.184, -0.062, -0.119], [-0.279, 1.287, -0.094], [0.003, -0.010, -0.001], [-0.108, -0.228, 0.153], [-0.326, 0.127, 0.196], [0.094, -0.664, -0.218], [0.300, -0.404, 0.359], [-0.115, -0.141, -0.026], [0.175, -0.140, 0.073], [-0.377, 0.133, 0.091], [0.248, -0.064, -0.174], [0.350, -0.123, -0.309], [-0.071, -0.001, 0.046], [-0.086, 0.079, -0.004], [-0.040, -0.029, 0.088], [-0.047, -0.025, 0.062], [0.000, 0.080, 0.084], [-0.185, -0.015, 0.087], [-0.891, 0.428, -0.027], [0.138, 0.408, -0.196], [0.023, -0.266, 0.297], [-0.193, -0.172, -0.459], [0.420, -0.207, -0.226], [0.211, -0.168, -0.099], [0.223, -0.065, 0.429], [0.168, 0.197, 0.233], [0.074, 0.004, 0.004], [-0.151, -0.090, -0.033], [0.273, 0.161, -0.054], [0.152, 0.108, 0.022], [-0.189, -0.115, 0.349], [-0.584, -0.117, -0.011], [0.088, -0.104, -0.076], [-0.220, -0.183, -0.200], [0.012, 0.108, 0.045], [0.203, -0.126, -0.165], [0.077, 0.052, 0.035], [0.231, 0.227, 0.009], [0.351, -0.481, 0.003], [-0.032, 0.048, -0.252], [0.136, 0.013, 0.510], [-1.018, -0.622, -0.309], [-0.111, 0.331, -0.020], [-0.001, 0.128, -0.058], [-0.187, -0.022, 0.030], [0.333, -0.113, 0.115], [0.065, 0.416, 0.157], [0.359, 0.397, -0.170], [-0.329, -0.331, -1.084], [0.574, -0.341, 0.155], [0.620, 0.308, 0.401], [-0.158, -0.218, -0.001], [-0.232, -0.147, -0.555], [0.477, 0.046, 0.881], [0.154, 0.299, 0.347], [-0.220, 0.085, 0.193], [-0.434, 0.185, -0.346], [-0.054, -0.068, 0.130], [0.098, 0.079, -0.099], [-0.459, -0.051, -0.167], [-0.379, 0.065, 0.261], [0.296, -0.053, -0.356], [0.275, -0.377, 0.473], [-0.222, 0.080, -0.071], [0.096, -0.081, 0.219], [0.110, -0.100, -0.245], [0.089, 0.152, 0.055], [0.021, 0.152, -0.109], [-0.177, -0.029, 0.068], [0.121, 0.040, -0.228], [0.011, 0.042, -0.056], [-0.206, -0.005, -0.046], [0.399, -0.073, 1.144], [0.115, -0.084, 0.118], [-0.245, -0.760, -1.278], [-0.514, 0.078, 0.295], [0.245, 0.418, 0.215], [-0.190, -0.297, -0.612], [-0.452, 0.019, -0.341], [0.066, -0.122, -0.003], [0.316, 0.639, 0.455], [0.182, -0.019, 0.041], [-0.047, 0.064, 0.061], [0.092, 0.120, 0.007], [-0.047, -0.035, -0.387], [-0.185, 0.263, 0.334], [-0.114, -0.100, 0.168], [0.208, 0.530, 0.191], [0.139, -0.481, -0.970], [-0.052, 0.306, 0.930], [0.080, -0.221, -0.097], [0.026, -0.065, 0.070], [0.090, -0.119, -0.272], [-0.094, 0.047, -0.013], [-0.013, -0.052, 0.197], [-0.029, 0.000, -0.017], [-0.097, -0.213, -0.068], [-0.118, 0.268, -0.061], [0.125, 0.055, -0.314], [0.053, -0.193, 0.256], [-0.256, -0.702, 0.363], [0.785, 0.468, -0.011], [-0.288, -0.096, -0.050], [0.251, 0.301, -0.094], [-0.088, 0.092, -0.141], [0.070, 0.134, 0.020], [-0.311, -0.028, -0.021], [-0.126, -0.064, 0.088]],
  "mulliken_charge": [-0.281, 0.193, -0.385, -0.385, 0.145, 0.484, -0.175, 0.416, -0.303, 0.424, -0.396, 0.600, -0.676, -0.923, 0.176, 0.146, 0.147, 0.098, 0.416, 0.335, -0.483, 0.464, -0.643, -0.764, 0.111, 0.411, 0.074, 0.320, 0.359, 0.129, -0.501, 0.514, -0.681, -0.646, 0.442, 0.394, -0.323, 0.524, 0.248, -0.105, -0.715, 0.474, -0.603, -0.863, 0.347, 0.347, 0.083, 0.376, 0.516, 0.089, -0.159, -1.017, 0.687, -0.238, -1.023, -0.853, 0.619, 0.322, -0.207, 0.674, 0.614, 0.462, -0.589, 0.487, -0.374, -0.452, -0.558, -0.459, 0.478, 0.064, 0.263, 0.395, 0.378, 0.375, -0.324, -0.600, -0.285, -0.258, -0.525, -0.473, 0.445, 0.413, 0.473, 0.441, 0.393, 0.336, -0.258, -0.551, -0.498, -0.512, -0.403, 0.099, 0.222, 0.372, 0.373, 0.392, 0.098, 0.674, -0.586, 0.364, 0.165, -0.556, -0.592, -0.563, 0.287, 0.342, 0.332, 0.306, 0.258, 0.364],
  "e_lumo_ev": 0.23,
  "homo_energy_ev": -8.5460,
  "mol_weight_g_mol": 789.23,
  "gap_ev": 8.78,
  "e_tot_ev": -108883.6342
}